C42H32F3NOP2PdS as an isolated structure at a distorted geometry. Source: the Open Molecules 2025 dataset; level of theory: wB97M-V/def2-TZVPD.

```
83
Properties=species:S:1:pos:R:3:forces:R:3:mulliken_charge:R:1
Pd 0.542 0.254 0.104 1.25 0.27 -0.11 -0.6504
O -2.033 -1.552 -1.628 0.34 1.05 -0.19 -0.8247
S -1.290 -0.256 -1.505 -0.54 -1.63 0.20 1.6751
C -2.431 1.061 -1.197 -0.22 0.13 -0.01 0.0504
C -3.711 0.952 -1.731 0.05 0.06 0.10 -0.7285
C -4.630 1.952 -1.470 -0.06 0.06 0.00 -0.7953
C -4.277 3.038 -0.675 -0.02 -0.05 -0.03 -0.9341
C -3.012 3.115 -0.117 -0.06 0.03 0.04 -0.3086
C -2.064 2.121 -0.365 -0.20 -0.02 -0.13 -0.6002
P -0.457 2.239 0.478 0.16 -0.14 0.13 3.3981
C -0.869 2.585 2.188 -0.08 0.32 0.24 0.5720
C -1.350 1.561 3.006 -0.10 0.12 0.06 -1.0122
C -1.752 1.840 4.303 0.00 -0.01 -0.01 -0.8079
C -1.675 3.139 4.793 0.00 0.03 0.04 -0.6266
C -1.213 4.165 3.981 -0.02 -0.08 -0.02 -0.7424
C -0.815 3.892 2.680 0.02 0.00 0.07 -0.2091
C 0.365 3.695 -0.189 -0.14 0.17 -0.13 0.5482
C 1.487 4.223 0.452 0.08 0.07 -0.01 -0.5377
C 2.088 5.373 -0.038 -0.07 -0.02 0.03 -0.9650
C 1.579 5.998 -1.173 0.02 0.01 0.02 -0.6194
C 0.482 5.460 -1.831 0.02 -0.06 0.05 -0.7828
C -0.125 4.306 -1.343 -0.02 0.22 -0.01 -1.0509
C -0.634 0.214 -3.086 0.07 0.03 -0.25 -0.0942
C -1.409 0.045 -4.221 0.11 0.02 -0.05 -0.6731
C -0.871 0.372 -5.459 -0.03 0.00 -0.04 -0.8830
C 0.427 0.854 -5.554 0.04 0.00 0.07 -0.9085
C 1.209 0.994 -4.414 -0.03 0.01 -0.14 -1.0134
C 0.693 0.659 -3.164 0.01 0.19 -0.24 0.3938
P 1.759 0.755 -1.711 -0.70 -0.33 0.01 3.4308
C 2.209 -0.905 -1.219 0.23 -0.50 -0.03 -0.6333
C 1.714 -2.065 -1.852 -0.16 0.20 -0.01 -0.6025
C 2.023 -3.310 -1.355 0.09 -0.06 0.16 -0.8621
C 2.831 -3.427 -0.219 -0.04 -0.10 -0.07 -0.5109
C 3.339 -2.303 0.411 -0.07 0.06 -0.01 -0.8728
C 3.034 -1.041 -0.085 0.00 -0.03 0.08 -0.0101
C 3.227 1.674 -2.089 0.10 0.35 0.11 0.1198
C 3.152 3.062 -2.222 0.08 0.02 -0.07 0.0298
C 4.284 3.781 -2.564 0.05 -0.09 0.00 -0.8467
C 5.488 3.117 -2.770 0.06 0.03 -0.02 -0.6672
C 5.567 1.736 -2.641 -0.09 -0.01 0.03 -0.7584
C 4.439 1.005 -2.298 0.04 0.06 -0.03 -0.6679
H -3.990 0.076 -2.306 0.06 0.03 0.03 0.5731
H -5.633 1.883 -1.873 0.04 0.00 0.01 0.4526
H -5.002 3.814 -0.470 0.02 -0.01 0.00 0.4707
H -2.771 3.947 0.535 0.03 -0.03 -0.01 0.5612
H -1.449 0.555 2.631 0.03 -0.09 -0.08 0.4751
H -2.137 1.047 4.931 0.03 0.03 -0.04 0.4668
H -1.988 3.353 5.807 0.01 -0.02 -0.03 0.4218
H -1.170 5.179 4.358 0.01 -0.02 -0.02 0.4639
H -0.470 4.704 2.053 -0.01 -0.02 0.02 0.4241
H 1.885 3.757 1.347 -0.02 -0.04 -0.02 0.5862
H 2.946 5.790 0.474 -0.03 -0.02 -0.02 0.4793
H 2.039 6.908 -1.540 -0.03 -0.04 0.01 0.4820
H 0.084 5.947 -2.712 0.01 -0.03 0.02 0.4787
H -1.002 3.917 -1.848 0.05 -0.01 0.01 0.3755
H -2.414 -0.355 -4.146 0.05 0.02 0.04 0.5081
H -1.468 0.250 -6.354 0.01 0.00 0.03 0.4680
H 0.840 1.110 -6.520 0.00 0.00 0.01 0.4797
H 2.227 1.354 -4.506 -0.02 -0.01 0.03 0.5739
H 1.084 -1.977 -2.729 0.02 0.01 0.00 0.4669
H 1.642 -4.197 -1.845 0.02 0.03 0.01 0.4951
H 3.075 -4.410 0.163 -0.01 0.02 -0.01 0.4711
H 3.977 -2.401 1.280 -0.01 0.00 -0.03 0.5143
H 3.461 -0.165 0.388 0.01 0.06 -0.02 0.6274
H 2.217 3.582 -2.070 -0.02 -0.05 -0.05 0.5288
H 4.232 4.857 -2.673 -0.02 -0.04 0.01 0.5142
H 6.374 3.679 -3.040 -0.05 -0.02 0.01 0.4161
H 6.505 1.225 -2.813 -0.02 0.01 0.01 0.4603
H 4.503 -0.071 -2.213 -0.01 0.00 0.00 0.4488
F 0.973 -4.234 5.438 0.01 0.00 0.06 -0.2651
C 0.461 -4.511 4.241 -0.08 0.07 -0.01 0.7101
F 1.240 -5.426 3.651 0.04 -0.02 -0.03 -0.2353
F -0.752 -5.047 4.404 0.01 -0.04 0.06 -0.2400
C 0.366 -3.275 3.371 0.05 -0.09 0.04 0.3980
C 0.916 -2.067 3.761 0.04 -0.01 0.05 -0.9529
C 0.823 -0.995 2.896 -0.10 -0.06 -0.20 -0.4807
N 0.222 -1.095 1.699 -0.20 -0.08 0.36 0.8052
C -0.328 -2.267 1.337 0.01 0.19 0.04 -0.3744
C -0.275 -3.379 2.150 -0.10 -0.04 -0.13 -1.2681
H 1.408 -1.956 4.718 -0.01 -0.01 -0.03 0.5817
H 1.234 -0.030 3.154 0.01 0.07 -0.01 0.6699
H -0.830 -2.286 0.375 -0.01 -0.11 0.03 0.3984
H -0.739 -4.304 1.830 0.04 0.02 0.03 0.5514
```
Forces are in eV/Å.

Output
- total energy (eV) = -88643.868
- gap between HOMO and LUMO (eV) = 6.37
- maximum force (eV/Å) = 1.725
- energy relative to the best compared isomer or geometry (same formula, charge and spin) (kcal per mole) = 0.0
- net charge = +2
- HOMO (eV) = -13.301
- LUMO energy (eV) = -6.93